Version P
DFT (ωB97M-V with the def2-TZVPD basis set) results for C3H8N5S as an isolated structure.

Each line ends with the natural charge from an NBO analysis.
Cartesian coordinates (Å):
C 0.46 -2.65 -0.87  0.1197
C -0.55 0.62 -0.81  -0.4808
C 0.25 1.46 1.31  -0.4734
N 1.05 -1.76 -0.15  -0.0312
N -0.74 -3.12 -0.60  -0.1442
N -1.47 -3.26 0.37  -0.2170
N 0.51 0.82 0.09  -0.1467
N 1.25 -0.87 0.56  0.1757
S -1.10 -3.35 1.96  0.3571
H 0.95 -3.02 -1.77  0.2668
H -0.66 1.57 -1.36  0.2799
H -0.29 -0.12 -1.57  0.2212
H -1.52 0.38 -0.35  0.1978
H -0.74 1.24 1.74  0.1927
H 1.05 1.25 2.02  0.2498
H 0.30 2.54 1.09  0.2689
H -2.37 -3.61 2.31  0.1638

As for the total charge: +1. For the HOMO energy (spin up / spin down), the calculation gives -13.1 / -13.0 eV.

Version Q
DFT (ωB97M-V with the def2-TZVPD basis set) results for a 2-piece molecular cluster, C3H8N5S overall.

Each line ends with the natural charge from an NBO analysis.
Cartesian coordinates (Å):
C -0.98 0.51 -0.56  -0.3721
C -0.61 -0.73 -0.02  0.4532
C -0.63 1.69 0.11  0.4190
N 0.00 1.56 1.25  -0.2293
N -0.11 -0.66 1.26  -0.3549
N -0.86 -1.91 -0.57  -0.7645
N -0.90 2.88 -0.41  -0.7197
N 0.22 0.50 1.80  0.1169
S 2.46 -1.82 0.28  -0.3600
H -1.75 0.34 -1.36  0.2572
H 0.49 -1.50 1.58  0.4537
H -0.56 -2.00 -1.53  0.4235
H -0.67 -2.78 -0.05  0.4184
H -1.58 2.72 -1.16  0.4177
H -0.57 3.83 -0.09  0.4610
H 3.25 -0.58 0.44  0.2126
H 2.78 -2.04 -0.97  0.1673

As for the total charge: +1. For the HOMO energy, the calculation gives -13.6 eV.

Stability check: which of them is least stable? version P.

Version P
DFT (ωB97M-V with the def2-TZVPD basis set) results for one molecule with the formula C8H8.

Each line ends with the natural charge from an NBO analysis.
Cartesian coordinates (Å):
C -3.46 -0.64 -0.09  -0.2157
C -2.26 -0.46 -0.07  -0.0308
C -0.82 -0.23 0.06  -0.1248
C -0.46 1.16 0.48  -0.1961
C 0.19 2.10 -0.23  -0.3653
C 0.06 -1.25 -0.08  -0.1584
C 1.53 -1.31 0.17  -0.2318
C 2.50 -0.42 -0.14  -0.3642
H -4.52 -0.84 -0.24  0.2437
H -0.90 1.52 1.39  0.2106
H 0.61 1.95 -1.24  0.1957
H 0.31 3.08 0.21  0.2023
H -0.40 -2.24 -0.35  0.2176
H 1.81 -2.24 0.70  0.2083
H 3.54 -0.64 0.15  0.2070
H 2.27 0.47 -0.73  0.2019

For the HOMO energy, the calculation gives -8.8 eV.

Version Q
DFT (ωB97M-V with the def2-TZVPD basis set) results for C8H8 as an isolated structure.

Each line ends with the natural charge from an NBO analysis.
Cartesian coordinates (Å):
C 0.07 -0.15 2.50  -0.2892
C -0.47 -1.08 1.92  -0.1457
C -0.66 1.37 -0.85  -0.1962
C -0.65 0.64 -2.02  -0.2690
C 0.09 -0.62 -1.91  -0.1971
C 0.71 -1.00 -0.71  -0.2705
C 0.71 -0.15 0.43  -0.2133
C -0.10 0.96 0.41  -0.2660
H 0.89 0.47 2.94  0.2777
H -0.87 -2.01 1.67  0.2491
H -1.15 2.39 -0.74  0.2044
H -1.14 1.09 -2.95  0.2303
H 0.39 -1.31 -2.70  0.2163
H 1.43 -1.89 -0.68  0.2137
H 1.02 -0.37 1.48  0.2429
H -0.28 1.67 1.22  0.2125

For the HOMO energy, the calculation gives -7.5 eV.

Stability check: which of them is least stable? version Q.